1.
35
Properties=species:S:1:pos:R:3 method="wB97M-V/def2-TZVPD" lumo_energy_ev=-3.6 charge=+1 energy_ev=-18787.6483 e_homo_ev=-12.76 orbital_gap_ha=0.338 de_lowest_kcal_mol=57.7 largest_force_ev_per_a=4.2
N 0.267 -0.841 2.063
C 1.741 -0.611 1.814
C 2.660 -1.861 2.343
C 3.934 -2.244 1.386
N 4.587 -1.075 0.683
C 3.631 -0.092 0.045
C 2.042 -0.485 0.174
H -0.054 -1.779 1.715
H -0.224 -0.146 1.438
H 2.036 0.440 2.268
H 2.951 -1.675 3.485
H 1.954 -2.822 2.363
H 4.777 -2.722 2.083
H 3.673 -3.110 0.606
H 5.171 -1.485 -0.107
H 5.229 -0.500 1.307
H 3.831 0.088 -1.116
H 3.766 0.980 0.553
H 1.409 0.423 -0.261
H 1.771 -1.480 -0.390
C -4.122 2.766 -3.349
C -3.034 1.715 -3.206
O -2.617 1.590 -1.841
C -3.460 0.905 -1.029
O -4.517 0.393 -1.358
O -2.939 0.916 0.224
C -3.784 0.319 1.205
H -3.796 3.718 -2.919
H -4.376 2.919 -4.402
H -5.031 2.472 -2.816
H -2.154 2.027 -3.779
H -3.351 0.744 -3.605
H -4.080 -0.694 0.914
H -4.665 0.948 1.367
H -3.225 0.258 2.143

2.
35
Properties=species:S:1:pos:R:3 method="wB97M-V/def2-TZVPD" lumo_energy_ev=0.3 smiles="C=[S@](=N)(CCCC(=O)NCC)N(C)C" energy_ev=-27018.9170 e_homo_ev=-8.62 orbital_gap_ha=0.329 de_lowest_kcal_mol=108.6 largest_force_ev_per_a=5.2
C 1.459 -1.180 -1.514
S 1.305 -0.094 -0.281
N 0.299 -0.744 1.372
C 0.792 1.582 -0.528
C -0.604 1.729 -0.991
C -1.666 2.071 0.086
C -2.793 0.928 0.105
O -3.856 1.092 -0.512
N -2.298 -0.263 0.580
C -3.084 -1.479 0.698
C -3.364 -2.173 -0.602
N 2.942 0.274 0.198
C 3.087 0.511 1.550
C 3.932 -0.520 -0.465
H 1.975 -1.927 -0.897
H 0.490 -1.521 -1.823
H 0.340 0.038 2.010
H 1.468 2.043 -1.226
H 0.912 2.071 0.469
H -0.691 2.514 -1.791
H -1.051 0.757 -1.338
H -1.372 1.877 1.129
H -2.103 3.023 -0.078
H -1.296 -0.291 0.589
H -3.973 -1.261 1.342
H -2.470 -2.149 1.272
H -3.961 -3.038 -0.339
H -3.935 -1.464 -1.312
H -2.468 -2.284 -1.234
H 2.152 0.072 2.027
H 4.003 0.223 1.951
H 3.002 1.601 1.718
H 4.070 -1.564 -0.421
H 3.915 -0.531 -1.553
H 4.844 0.077 -0.191

3.
33
Properties=species:S:1:pos:R:3 method="wB97M-V/def2-TZVPD" lumo_energy_ev=0.7 smiles="CC(C)SP(=S)(C(C)C)C(C)C" energy_ev=-40635.0039 e_homo_ev=-8.65 orbital_gap_ha=0.343 de_lowest_kcal_mol=0.0 largest_force_ev_per_a=0.9
C -2.300 -0.856 2.276
C -1.728 -1.493 1.024
C -2.659 -2.525 0.416
S -1.395 -0.185 -0.237
P 0.675 0.146 0.069
S 1.476 -0.780 1.584
C 0.770 2.010 0.187
C 2.230 2.439 0.155
C 0.090 2.433 1.481
C 1.446 -0.332 -1.570
C 0.871 0.464 -2.731
C 1.237 -1.830 -1.753
H -3.220 -0.323 2.049
H -2.513 -1.628 3.012
H -1.583 -0.160 2.707
H -0.753 -1.940 1.247
H -3.618 -2.075 0.171
H -2.822 -3.332 1.127
H -2.231 -2.944 -0.492
H 0.223 2.422 -0.667
H 2.778 1.941 0.954
H 2.700 2.190 -0.794
H 2.307 3.515 0.305
H 0.574 1.951 2.331
H -0.962 2.152 1.473
H 0.158 3.511 1.610
H 2.518 -0.132 -1.456
H -0.216 0.382 -2.742
H 1.140 1.516 -2.668
H 1.254 0.071 -3.670
H 0.177 -2.050 -1.880
H 1.605 -2.374 -0.883
H 1.771 -2.184 -2.632